Entry 1:
Computed, not measured: the molecule C3H8N2OS in a non-equilibrium geometry, with ωB97M-V/def2-TZVPD.

Geometry (Å):
C  -0.5985  2.0486  -0.3450
C  0.2278  1.0562  0.5211
C  -0.0040  -0.3568  0.1032
N  -0.9917  -0.9674  0.5676
S  -1.0881  -2.6493  0.3547
N  0.9862  -0.9398  -0.7448
O  1.7789  -1.8398  -0.0492
H  -0.4306  3.0476  -0.0211
H  -0.4167  1.9739  -1.3976
H  -1.5947  1.7887  -0.1814
H  1.2964  1.3215  0.5713
H  -0.1659  1.2243  1.5515
H  -2.2943  -2.7902  0.9130
H  1.5883  -0.2501  -1.2976
H  1.7069  -2.6674  -0.5456

Force components x, y, z for each atom (eV/Å):
1.57 -0.78 0.40
-0.70 1.66 0.45
1.71 0.53 -0.32
-0.67 -1.02 0.84
-0.03 0.02 -0.37
-0.14 1.39 -1.68
0.73 -0.66 0.20
0.12 0.89 0.20
0.34 -0.06 -0.67
-1.82 -0.23 0.18
-0.33 -0.29 -0.31
0.34 -0.49 -0.65
-0.06 0.13 0.01
-1.04 -1.19 1.57
-0.04 0.08 0.15

- strongest force on any atom (Eh/bohr) = 0.043
- net charge = 0
- orbital gap (eV) = 9.37
- SMILES = CC/C(=N/S)NO

Results of the Mulliken charge analysis, in e, for atoms 1 through 5: -1.203 -0.465 0.577 -0.432 -0.163

=====

Entry 2:
Computed, not measured: a cluster of 14 separate species, C24H47Cl26F3NO2 in total in a non-equilibrium geometry, with ωB97M-V/def2-TZVPD.

Geometry (Å):
C  0.6163  -3.0772  -0.4090
C  1.7265  -2.2009  -1.0325
C  1.2104  -0.8128  -1.3927
C  2.2895  0.2153  -1.7238
O  2.1610  1.4635  -1.0099
C  2.7765  1.6573  0.1905
C  4.2272  1.1838  0.3917
C  4.9859  2.2280  1.1696
O  4.3402  2.4096  2.4362
C  5.0387  1.8905  3.5632
C  4.1294  -0.2113  1.0460
C  2.7831  -0.3316  1.7440
N  2.1400  1.0202  1.4502
C  0.6767  1.1637  1.7249
F  0.1841  2.0896  0.9380
F  0.0672  0.0181  1.5391
F  0.5637  1.5335  2.9868
H  0.9463  -3.4602  0.5479
H  0.4355  -3.9369  -1.0489
H  -0.3020  -2.5012  -0.3263
H  2.5877  -2.1485  -0.3649
H  2.0935  -2.6771  -1.9428
H  0.5343  -0.4457  -0.6257
H  0.5960  -0.9479  -2.2822
H  2.2058  0.4943  -2.7705
H  3.2823  -0.2192  -1.6075
H  2.7025  2.7258  0.3980
H  4.6370  1.0542  -0.6109
H  6.0361  1.9589  1.2878
H  4.9304  3.1837  0.6460
H  5.1375  0.8029  3.5320
H  6.0361  2.3243  3.6307
H  4.4678  2.1603  4.4476
H  4.1917  -0.9105  0.2133
H  4.9723  -0.4933  1.6714
H  2.1674  -1.1571  1.4143
H  2.9382  -0.3000  2.8203
H  2.5808  1.6154  2.1728
C  -2.9450  2.9510  0.1483
Cl  -2.6882  1.3375  -0.5355
Cl  -4.1993  3.8381  -0.7212
H  -3.2534  2.8440  1.1818
H  -2.0183  3.5062  0.0756
C  4.7449  -3.3676  2.8319
Cl  6.3437  -3.1975  3.5578
Cl  4.8187  -3.7197  1.1020
H  4.2196  -4.1821  3.3170
H  4.2129  -2.4345  2.9733
C  -2.4136  -4.6847  1.6906
Cl  -0.7461  -4.5956  2.2843
Cl  -2.5002  -5.1501  -0.0104
H  -2.9407  -5.4263  2.2771
H  -2.8647  -3.7062  1.8014
C  -6.3283  0.4609  -1.0036
Cl  -5.9223  -1.1590  -1.5983
Cl  -7.2596  0.4106  0.4941
H  -5.3977  0.9747  -0.7964
H  -6.8965  0.9793  -1.7660
C  4.0547  2.6933  -4.2957
Cl  3.8278  2.9810  -6.0176
Cl  4.8299  1.1272  -3.9835
H  4.6878  3.4740  -3.8926
H  3.0825  2.6964  -3.8159
C  -4.1963  -0.6822  3.0145
Cl  -2.5343  -0.5469  3.6122
Cl  -4.2778  -1.2893  1.3584
H  -4.7357  -1.3598  3.6650
H  -4.6450  0.3029  3.0404
C  4.1937  0.9353  -8.8552
Cl  4.5965  -0.6180  -9.5896
Cl  2.9267  1.7908  -9.7479
H  3.8379  0.7588  -7.8490
H  5.0814  1.5556  -8.8461
C  -4.2764  -0.0622  7.0711
Cl  -3.6938  -1.6931  6.7153
Cl  -5.4823  0.4707  5.8914
H  -4.7345  -0.0639  8.0520
H  -3.4363  0.6194  7.0338
C  -9.1090  1.8452  4.1366
Cl  -8.9452  0.2816  3.3299
Cl  -7.6601  2.2741  5.0574
H  -9.2700  2.6037  3.3810
H  -9.9473  1.7921  4.8194
C  -3.0717  0.1671  -4.1236
Cl  -1.4252  0.1415  -3.4592
Cl  -3.1143  -0.3308  -5.8129
H  -3.6797  -0.5135  -3.5408
H  -3.4440  1.1818  -4.0489
C  -5.3092  4.6045  7.2856
Cl  -5.7242  4.3539  5.5877
Cl  -4.2192  3.3522  7.9042
H  -4.8117  5.5610  7.3809
H  -6.2194  4.5790  7.8710
C  3.4940  -7.1599  0.4761
Cl  3.1774  -6.7594  2.1726
Cl  2.7592  -5.9966  -0.6341
H  4.5648  -7.1619  0.3153
H  3.0681  -8.1348  0.2769
C  0.1503  1.5489  -12.5136
Cl  1.0978  1.4979  -14.0031
Cl  -0.8787  0.1242  -12.3241
H  0.8334  1.5900  -11.6753
H  -0.4820  2.4276  -12.5384

Force components x, y, z for each atom (eV/Å):
0.76 0.18 -0.62
-0.16 -0.18 0.00
0.06 -0.14 -0.27
-0.15 -0.30 -0.29
-0.03 -0.27 0.45
0.33 0.43 -0.34
-0.29 -0.46 -0.55
-0.05 0.10 0.28
-0.15 -0.11 -0.02
0.16 0.02 0.13
0.32 -0.34 -1.05
0.42 0.89 0.35
-0.37 -0.24 0.53
0.40 -0.42 -0.43
-0.16 0.25 -0.06
-0.15 -0.05 0.03
-0.16 0.09 0.36
-0.23 0.00 0.19
-0.24 -0.08 0.09
-0.17 -0.15 0.24
0.06 0.01 0.04
0.15 0.02 0.00
0.01 0.16 0.07
-0.16 0.11 0.11
0.07 0.18 0.02
0.13 0.14 0.15
-0.13 0.00 -0.10
0.28 0.28 0.05
0.00 -0.05 0.10
0.11 0.04 0.01
-0.01 -0.05 -0.09
0.02 0.06 0.02
0.00 0.08 0.01
-0.20 -0.25 0.18
0.01 0.32 0.24
-0.19 0.01 0.01
-0.33 -0.52 0.11
0.21 0.20 -0.13
-0.05 0.00 0.05
0.07 0.08 0.08
-0.01 0.01 0.01
-0.03 -0.03 0.00
0.01 0.01 -0.05
-0.02 -0.10 0.06
0.00 0.04 -0.01
0.00 0.11 -0.01
0.04 -0.05 -0.02
-0.03 0.01 -0.01
-0.09 0.04 0.04
-0.07 -0.10 0.16
0.02 0.02 0.00
0.03 -0.05 0.00
0.02 0.03 -0.03
0.18 0.05 0.08
-0.04 0.00 -0.12
-0.08 0.07 -0.08
0.01 0.00 -0.03
-0.09 -0.06 0.01
-0.05 0.03 0.00
-0.03 0.07 0.00
0.05 0.03 0.06
0.06 -0.01 -0.03
-0.01 -0.04 0.00
-0.17 0.05 0.00
0.12 0.06 -0.11
0.13 -0.12 0.06
0.05 -0.03 0.01
-0.01 0.01 -0.02
0.04 -0.08 0.00
0.01 0.01 0.01
0.01 0.07 0.05
-0.04 -0.03 0.00
0.01 0.01 -0.06
0.01 -0.03 -0.12
0.02 -0.12 0.13
0.30 -0.18 0.32
-0.04 -0.02 0.00
0.03 0.01 -0.04
-0.03 -0.04 0.05
-0.05 -0.08 0.05
-0.92 -0.11 -0.46
0.03 0.00 -0.03
-0.01 -0.03 0.02
-0.09 0.03 -0.03
0.00 -0.03 -0.10
0.00 0.01 0.02
0.01 -0.05 0.02
0.03 0.02 -0.01
0.04 0.09 -0.02
0.53 0.46 0.22
0.03 0.04 0.04
0.03 0.00 0.01
-0.04 -0.05 -0.01
0.01 0.00 -0.01
-0.02 -0.02 0.02
-0.03 -0.03 -0.04
0.02 0.06 0.03
-0.04 0.00 0.01
0.00 0.04 0.02
0.01 0.02 0.00
-0.01 0.00 0.02
0.04 -0.07 0.00
-0.04 -0.01 -0.05

- strongest force on any atom (Eh/bohr) = 0.022
- net charge = +1
- orbital gap (eV) = 9.57

Results of the Mulliken charge analysis, in e, for atoms 1 through 5: -1.801 0.467 0.124 -0.639 -0.417

=====

Entry 3:
Computed, not measured: a structure of composition C12H26AlBrF3N2O3 in a non-equilibrium geometry, with ωB97M-V/def2-TZVPD.

Geometry (Å):
C  2.7456  0.8990  0.3400
C  2.6769  -0.0780  -0.8215
C  2.5348  -1.5482  -0.4136
Br  3.6372  -2.0198  1.1602
Al  0.6141  -2.2284  -0.1277
C  -0.7451  -1.1168  -1.2098
C  -1.9239  -0.4863  -0.4545
O  -1.8779  -0.6326  0.9513
C  -2.0835  0.9849  -0.7918
F  -1.9387  1.2500  -2.0812
F  -3.3184  1.4167  -0.4860
F  -1.2240  1.7230  -0.1284
H  3.6088  0.7272  0.9529
H  1.8480  0.8814  0.9440
H  2.8378  1.9067  -0.0675
H  3.6250  0.0263  -1.3604
H  1.9070  0.2362  -1.5179
H  2.9374  -2.1419  -1.2224
H  0.5801  -3.7389  -0.7404
H  0.2255  -2.3706  1.4294
H  -1.1704  -1.7355  -1.9923
H  -0.1926  -0.3228  -1.7138
H  -2.8431  -0.9561  -0.8047
H  -2.7262  -0.9925  1.2281
C  3.7296  0.4721  4.6289
C  3.6600  1.8053  3.9238
O  2.9646  1.9726  2.9428
N  4.4164  2.8307  4.4255
C  5.3001  2.8161  5.5730
H  3.0820  -0.2277  4.1079
H  4.7483  0.0815  4.6113
H  3.3894  0.5658  5.6622
H  4.3220  3.6880  3.9049
H  4.9668  3.5576  6.3032
H  6.3147  3.0728  5.2592
H  5.3134  1.8390  6.0435
C  -3.8297  -0.4593  -4.5634
C  -4.3360  -1.7455  -3.9564
O  -3.6134  -2.7049  -3.7637
N  -5.6594  -1.8025  -3.6231
C  -6.6690  -0.7733  -3.7719
H  -2.7690  -0.5626  -4.7690
H  -4.3504  -0.2516  -5.5002
H  -3.9686  0.3711  -3.8698
H  -5.9325  -2.6862  -3.2234
H  -7.0895  -0.5287  -2.7943
H  -7.4742  -1.1393  -4.4133
H  -6.2497  0.1260  -4.2095

Force components x, y, z for each atom (eV/Å):
-0.50 0.38 -0.91
1.39 -0.15 0.65
-1.32 0.43 -0.33
0.22 -0.05 -0.16
-0.22 -0.46 0.24
0.12 0.36 0.62
0.18 -0.73 -0.87
-0.25 0.28 0.27
-0.15 -1.14 0.60
0.14 0.20 -1.26
-0.93 0.47 0.45
0.79 0.93 0.54
0.22 -0.17 0.33
-0.11 -0.12 0.28
-0.02 0.20 0.06
0.11 0.14 -0.22
-0.38 -0.27 -0.10
0.29 -0.37 -0.03
0.07 -0.05 -0.18
0.12 0.11 0.11
0.07 -0.22 -0.21
0.12 0.03 -0.10
-0.18 -0.03 -0.19
0.21 0.07 0.11
-0.04 -0.03 0.01
-0.13 -0.12 -0.15
0.04 0.32 0.35
0.01 -0.16 0.10
-0.12 0.35 -0.33
0.01 0.06 -0.09
-0.01 -0.01 0.10
0.11 -0.03 0.03
0.01 -0.01 0.00
0.09 -0.08 0.13
0.07 -0.08 0.15
-0.03 -0.02 -0.03
0.03 0.00 -0.01
0.13 -0.13 0.06
-0.05 0.02 -0.07
0.04 0.17 -0.11
-0.02 -0.44 0.19
0.01 -0.09 0.08
-0.04 0.11 0.05
-0.02 0.05 -0.08
0.01 0.02 0.02
-0.05 0.16 -0.06
-0.05 0.16 -0.04
0.04 -0.01 0.01

- strongest force on any atom (Eh/bohr) = 0.030
- net charge = -1
- orbital gap (eV) = 6.98

Results of the Mulliken charge analysis, in e, for atoms 1 through 5: -1.159 -0.563 -0.189 -0.319 0.018